No. 1
ORCA calculation (the ωB97M-V functional and the def2-TZVPD basis) on a 2-piece molecular cluster, C3H7O3 overall.

The geometry in ORCA input format:
```
! wB97M-V def2-TZVPD RIJCOSX def2/J DEFGRID3
* xyz 0 2
H 1.84 -1.91 -0.30
C 1.15 -0.37 1.05
O 2.21 0.06 1.33
C -0.27 -0.14 0.67
O -0.18 1.12 -0.04
C -1.46 1.72 -0.35
H -0.50 -0.95 -0.03
H -0.89 -0.08 1.58
H -1.24 2.59 -0.97
H -2.13 1.05 -0.92
H -1.99 2.05 0.56
O 1.62 -2.10 -1.24
H 1.83 -3.04 -1.34
*
```

Output
**⟨S²⟩**: 0.752
**Energy**: -344.11450 a.u.
**Maximum force**: 2.89 eV/A

=====

No. 2
ORCA calculation (the ωB97M-V functional and the def2-TZVPD basis) on one molecule with the formula C3H7OPS.

The geometry in ORCA input format:
```
! wB97M-V def2-TZVPD RIJCOSX def2/J DEFGRID3
* xyz 0 1
C -0.06 -0.58 0.79
C 0.34 -0.48 -0.46
C 1.75 0.24 -0.77
O -1.52 1.73 -0.50
P -1.81 0.56 0.33
S -3.10 -0.92 -0.09
H -0.78 -1.25 1.07
H 0.42 0.04 1.59
H -0.06 -1.08 -1.23
H 2.45 -0.63 -0.84
H 2.33 0.92 -0.03
H 1.80 0.69 -1.69
H -1.76 0.74 1.83
*
```

Output
**Energy**: -933.21620 a.u.
**Maximum force**: 4.85 eV/A

=====

No. 3
ORCA calculation (the ωB97M-V functional and the def2-TZVPD basis) on a 2-piece molecular cluster, C3H7OS overall.

The geometry in ORCA input format:
```
! wB97M-V def2-TZVPD RIJCOSX def2/J DEFGRID3
* xyz -1 1
C -0.93 -1.34 -1.07
C -1.63 -0.26 -0.52
O -1.40 0.40 0.57
H -1.33 -1.75 -1.99
H 0.06 -1.54 -0.73
H -2.50 0.08 -1.09
H -0.31 -0.05 1.17
C 1.66 1.03 0.63
S 1.03 -0.46 1.59
H 2.77 0.96 0.65
H 1.25 1.00 -0.39
H 1.33 1.93 1.19
*
```

Output
**Energy**: -591.92278 a.u.
**Maximum force**: 2.52 eV/A

=====

No. 4
ORCA calculation (the ωB97M-V functional and the def2-TZVPD basis) on a 2-piece molecular cluster, C3H7OS overall.

The geometry in ORCA input format:
```
! wB97M-V def2-TZVPD RIJCOSX def2/J DEFGRID3
* xyz -1 1
C -0.43 0.93 1.87
S -2.10 0.47 1.26
H 0.36 0.75 1.13
H -0.38 1.98 2.12
H -0.21 0.34 2.77
O 0.81 0.87 -2.26
C 0.19 0.19 -1.47
C 0.55 -1.25 -1.17
H -0.69 0.54 -0.91
H -0.28 -1.69 -0.61
H 1.48 -1.36 -0.60
H 0.70 -1.76 -2.14
*
```

Output
**Energy**: -591.94288 a.u.
**Maximum force**: 0.63 eV/A

=====

No. 5
ORCA calculation (the ωB97M-V functional and the def2-TZVPD basis) on a 2-piece molecular cluster, C3H7OS overall.

The geometry in ORCA input format:
```
! wB97M-V def2-TZVPD RIJCOSX def2/J DEFGRID3
* xyz -1 1
O 1.53 -2.59 1.44
C 1.37 -1.51 2.07
H 0.29 -1.41 2.37
H 2.18 -0.88 2.42
C -1.20 0.24 -1.04
C -0.14 1.34 -1.12
S 0.26 1.73 0.63
H -1.39 0.11 -2.16
H -2.05 0.51 -0.41
H -0.91 -0.69 -0.68
H -0.59 2.16 -1.70
H 0.67 1.00 -1.81
*
```

Output
**Energy**: -591.90377 a.u.
**Maximum force**: 4.89 eV/A

=====

No. 6
ORCA calculation (the ωB97M-V functional and the def2-TZVPD basis) on a 2-piece molecular cluster, C3H7OS overall.

The geometry in ORCA input format:
```
! wB97M-V def2-TZVPD RIJCOSX def2/J DEFGRID3
* xyz -1 1
O -1.45 0.45 -3.40
C -1.19 0.52 -2.22
H -1.58 1.32 -1.58
H -0.45 -0.10 -1.69
C 0.54 -1.09 1.06
C 0.56 0.43 1.29
S 1.24 1.42 -0.09
H -0.20 -1.34 0.31
H 1.49 -1.41 0.64
H 0.37 -1.61 2.01
H -0.48 0.75 1.49
H 1.14 0.67 2.18
*
```

Output
**Energy**: -591.93115 a.u.
**Maximum force**: 0.88 eV/A

=====

No. 7
ORCA calculation (the ωB97M-V functional and the def2-TZVPD basis) on an isolated ion of composition C3H7OS2 and charge -1.

The geometry in ORCA input format:
```
! wB97M-V def2-TZVPD RIJCOSX def2/J DEFGRID3
* xyz -1 1
C 0.08 0.92 0.24
C 0.04 1.61 -1.25
O -0.34 0.80 -2.24
C -0.51 -0.49 0.00
S -0.32 -1.45 1.59
S 0.75 -3.19 1.24
H 1.10 0.60 0.50
H -0.37 1.53 1.03
H 1.06 2.04 -1.31
H -0.63 2.53 -1.18
H -1.52 -0.35 -0.37
H 0.15 -0.99 -0.71
H 0.52 -3.57 2.45
*
```

Output
**Structure (SMILES)**: [O-]CCCSS
**Energy**: -990.07749 a.u.
**Maximum force**: 2.27 eV/A

=====

No. 8
ORCA calculation (the ωB97M-V functional and the def2-TZVPD basis) on an isolated ion of composition C3H7OS2 and charge -1.

The geometry in ORCA input format:
```
! wB97M-V def2-TZVPD RIJCOSX def2/J DEFGRID3
* xyz -1 1
C 0.45 0.65 0.55
C 0.30 -0.02 1.98
O -0.93 0.00 2.46
C -0.33 -0.18 -0.42
S -0.71 0.77 -2.00
S -0.05 -0.57 -3.49
H 0.08 1.65 0.71
H 1.52 0.59 0.35
H 1.10 0.51 2.59
H 0.83 -1.03 1.88
H 0.30 -0.96 -0.79
H -1.28 -0.47 -0.04
H -1.30 -0.96 -3.77
*
```

Output
**Structure (SMILES)**: [O-]CCCSS
**Energy**: -990.10313 a.u.
**Maximum force**: 1.94 eV/A

=====

No. 9
ORCA calculation (the ωB97M-V functional and the def2-TZVPD basis) on a 2-piece molecular cluster, C3H7OS2 overall.

The geometry in ORCA input format:
```
! wB97M-V def2-TZVPD RIJCOSX def2/J DEFGRID3
* xyz 1 1
C 1.90 -1.33 1.09
C -0.69 0.83 0.62
C 0.03 -0.24 -1.38
O -0.13 -0.38 0.01
S 2.95 -0.69 0.20
S 0.61 -2.07 1.76
H -1.14 0.76 1.66
H 0.20 1.46 0.51
H -1.51 1.20 0.11
H -0.42 -1.08 -2.03
H -0.28 0.67 -1.80
H 1.10 -0.12 -1.49
H 1.31 -3.01 2.36
*
```

Output
**Energy**: -989.73525 a.u.
**Maximum force**: 2.64 eV/A

=====

No. 10
ORCA calculation (the ωB97M-V functional and the def2-TZVPD basis) on a 2-piece molecular cluster, C3H7P overall.

The geometry in ORCA input format:
```
! wB97M-V def2-TZVPD RIJCOSX def2/J DEFGRID3
* xyz 0 1
C -0.90 -0.76 0.62
C -1.92 -0.92 -0.49
C 2.03 1.33 0.29
P 1.71 -0.23 -0.68
H -1.07 -1.52 1.38
H -2.52 -1.69 -0.35
H -1.35 -1.07 -1.36
H -2.59 -0.07 -0.62
H 1.18 1.68 0.66
H 2.95 1.34 0.96
H 2.48 1.93 -0.42
*
```

Output
**Energy**: -459.56211 a.u.
**Maximum force**: 5.75 eV/A

=====

No. 11
ORCA calculation (the ωB97M-V functional and the def2-TZVPD basis) on a 3-piece molecular cluster, C3H7PS overall.

The geometry in ORCA input format:
```
! wB97M-V def2-TZVPD RIJCOSX def2/J DEFGRID3
* xyz 0 1
C -0.38 1.35 0.50
C 3.64 -0.19 -0.08
C 0.17 0.79 -0.40
P 2.51 -1.40 -0.12
S -4.99 -1.16 -0.24
H -0.77 2.13 1.11
H -5.09 0.15 -0.58
H 4.25 0.08 -1.03
H 3.97 0.62 0.61
H 0.86 0.21 -1.12
H 2.17 -1.21 1.25
H -6.35 -1.38 0.09
*
```

Output
**Structure (SMILES)**: C#C.C=P.S
**Energy**: -857.86983 a.u.
**Maximum force**: 3.32 eV/A

=====

No. 12
ORCA calculation (the ωB97M-V functional and the def2-TZVPD basis) on an isolated ion of composition C3H7S and charge -1.

The geometry in ORCA input format:
```
! wB97M-V def2-TZVPD RIJCOSX def2/J DEFGRID3
* xyz -1 1
C 0.24 0.61 1.15
C -0.13 -0.57 0.24
C -0.02 -0.28 -1.26
S -1.05 1.09 -1.84
H -0.27 1.49 0.76
H -0.13 0.42 2.16
H 1.32 0.80 1.17
H -1.19 -0.80 0.41
H 0.49 -1.44 0.49
H 1.04 -0.11 -1.52
H -0.30 -1.21 -1.76
*
```

Output
**Structure (SMILES)**: CCC[S-]
**Energy**: -516.71207 a.u.
**Maximum force**: 0.65 eV/A